Entry 1:
Density functional theory data (ωB97M-V with the def2-TZVPD basis set) for a structure of composition C39H54BBrIN8P2Pd.

Structure (ORCA input):
```
! wB97M-V def2-TZVPD RIJCOSX def2/J DEFGRID3
* xyz 3 1
I 2.11380 -1.34796 -0.50655
Pd -0.15625 0.10232 -0.14469
Br 5.33454 -0.27011 0.32111
P 1.09449 2.07333 -0.84994
P -1.21150 0.33918 -2.29039
N -1.01514 -2.01506 -0.27544
N -2.16212 -2.11156 0.45038
N -0.00604 -0.34520 1.97767
N -1.87189 1.13965 0.48940
N 0.25787 4.04721 -2.50947
N -1.15294 -0.94410 2.43128
N -2.02631 2.66723 -3.34166
N -2.79837 0.25737 0.97865
C -3.97692 0.87568 1.14592
C -5.19088 0.22222 1.70793
C -2.49736 2.33959 0.36296
C 1.70588 4.69428 -0.00563
C -0.64196 -0.48185 -3.88688
C 0.85460 3.15245 1.79101
C 4.46999 -2.86441 3.41834
C -2.96197 -0.03690 -2.12145
C -0.38788 5.93859 -3.82742
C -1.42395 -1.78934 -4.08548
C -0.91611 -3.17197 -0.97947
C 2.14708 0.43349 3.01469
C -3.82305 2.18642 0.73966
C 1.69932 3.24246 0.50719
C 3.12783 -1.89395 1.23649
C -2.52960 5.86912 -4.96544
C -2.78539 -3.27686 0.21788
C -1.02877 0.45556 -5.04719
C -1.94151 3.68985 0.07111
C -1.82912 3.94836 -3.71956
C -2.78448 4.60267 -4.53031
C 0.21711 -3.66966 -1.82242
C 3.18031 -3.30968 3.15572
C -2.02288 -3.96660 -0.70469
C 2.49756 -2.82523 2.05283
C 0.22339 -0.80784 4.14591
C 4.42463 -1.45272 1.46927
C -2.09017 -1.89031 4.55049
C 3.17121 2.87005 0.76159
C 0.87543 -0.68034 -3.94243
C 2.53458 1.75473 -1.89804
C 0.82682 -0.24330 3.02690
C -0.01221 2.83821 -2.09312
C -0.62646 4.63128 -3.34749
C 5.09244 -1.94928 2.57961
C -1.32375 6.53653 -4.61844
C -1.02518 -1.23332 3.74133
C -4.03772 -3.70425 0.90202
C -1.11930 2.11987 -2.57097
B -2.41536 -1.11554 1.57508
H 3.35177 1.81671 0.94790
H -2.21428 -4.95142 -1.09727
H 1.31747 -1.00370 -3.00343
H -0.89328 3.70848 -0.16131
H 1.10817 -1.43939 -4.69038
H 5.00909 -3.24259 4.27662
H -4.56215 2.96936 0.78329
H -1.15459 7.53839 -4.98967
H 2.90273 -0.19608 3.48320
H -2.48455 -1.60239 -4.24111
H -0.75090 -0.06569 -5.96587
H 1.37555 0.23539 -4.26058
H 6.10591 -1.62593 2.77478
H 2.89404 2.75192 -2.17295
H -2.49509 4.15727 -0.74466
H 2.46318 0.66468 2.00502
H -3.43246 0.64947 -1.42326
H -6.03779 0.89762 1.61328
H -0.48492 1.39867 -5.02643
H 0.64127 -0.87315 5.13656
H -1.32063 -2.50126 -3.27428
H 3.80794 3.17391 -0.06776
H 0.52977 6.43704 -3.54631
H 2.28502 4.82038 -0.91802
H -3.24800 6.37874 -5.59332
H -1.04781 -2.25732 -4.99642
H -3.85444 -3.92153 1.95482
H 0.71043 5.09867 -0.16984
H -3.11514 -1.07261 -1.82343
H 0.36968 2.18917 1.93779
H 2.70935 -4.03865 3.80066
H 0.99772 -4.10357 -1.19675
H -4.41638 -4.60901 0.43289
H 2.09504 1.36111 3.58481
H -0.15979 -4.46853 -2.45968
H -3.68900 4.07349 -4.79790
H -3.31181 -1.49922 2.24725
H -2.37918 -2.85165 4.12641
H 3.32825 1.20482 -1.40146
H 3.50060 3.42473 1.64050
H -2.09701 0.66165 -5.09235
H 1.50492 3.33441 2.64589
H 0.66634 -2.92820 -2.47078
H -4.81111 -2.93968 0.84804
H 1.49033 -3.15686 1.83738
H -5.05790 -0.01007 2.76468
H -1.72250 -2.05924 5.55964
H -2.98194 -1.26709 4.61504
H -2.08822 4.30999 0.95620
H 0.09185 3.92441 1.81042
H 2.18038 5.28651 0.78042
H 2.22694 1.24509 -2.80859
H -3.39612 0.13392 -3.10898
H -5.42752 -0.70384 1.18618
*
```

Calculated values
- Kohn-Sham gap: 5.60 eV
- Calculated total energy: -154095.4720 eV
- Maximum force: 0.48 eV/Å
- LUMO energy: -10.704 eV

---

Entry 2:
Density functional theory data (ωB97M-V with the def2-TZVPD basis set) for a structure of composition C39H54CaN6PS at a distorted geometry.

Structure (ORCA input):
```
! wB97M-V def2-TZVPD RIJCOSX def2/J DEFGRID3
* xyz 1 1
Ca 0.23831 0.23008 0.70040
S -0.97202 1.60706 3.26433
P -0.54133 2.03154 -1.36149
N 3.82592 0.42080 1.77227
N 2.73436 0.11370 -0.35970
N 2.75430 0.57274 2.34679
N -2.50674 -0.01636 1.22051
N -0.54237 -1.52248 2.49937
N -0.29865 -1.02237 -1.07001
C -1.84237 -6.43199 0.14609
C 4.11346 0.04736 -2.32135
C -0.23324 0.81653 -2.68701
C 2.91713 0.61245 3.77542
C -1.92769 -2.84924 -1.17652
C -0.24752 -0.57110 -2.37275
C -2.72591 2.71786 -3.15404
C -2.96713 -1.11721 2.06987
C -1.43108 -5.02437 -0.20457
C -0.23652 -1.09660 3.86887
C 5.10167 0.42734 -0.19869
C 3.12966 0.77941 6.53203
C -2.27575 2.61712 -1.69894
C 0.23852 -3.24840 -0.18198
C 1.95920 3.24028 -1.10941
C 3.85904 -0.16404 4.44048
C 0.00708 -1.02497 -4.76127
C -0.10526 1.21906 -4.02701
C 3.83717 0.32929 0.35283
C 5.24366 0.30246 -1.57066
C -2.93594 -1.96665 -1.87274
C 0.54875 4.33230 -2.85730
C -0.64896 -2.37214 -0.83777
C 2.88680 -0.04432 -1.67625
C -0.99429 0.13709 4.35621
C -1.86005 -2.14539 2.30687
C -0.16834 -4.54230 0.12759
C -2.73106 1.82341 2.86257
C -3.14718 1.26031 1.50027
C 3.95465 -0.08498 5.81860
C 0.13185 0.80904 -6.50889
C 2.08778 1.46905 4.48240
C -0.13469 -1.46425 -3.46318
C 0.02730 0.33618 -5.07999
C 0.52527 3.54485 -1.54808
C 1.65323 -2.83125 0.15449
C -2.54771 3.91834 -0.93892
C -2.28918 -4.15678 -0.86358
C 2.20219 1.56281 5.86068
H -2.13830 3.91116 0.07565
H -3.62291 4.09748 -0.86597
H 1.70954 -1.94054 0.79414
H -2.71626 -6.74238 -0.42606
H 3.21331 0.84322 7.60923
H -2.61794 -0.26361 0.24145
H 4.16388 -0.08715 -3.39319
H -2.87905 1.82135 -1.25114
H -3.78951 2.96973 -3.17403
H -2.03886 -0.08969 4.55802
H 2.17414 -3.63529 0.67417
H -3.93638 -2.13315 -1.46801
H -2.19682 3.49794 -3.70207
H -3.29885 1.39318 3.68650
H 0.08775 4.19189 -0.78291
H 2.53517 4.16634 -1.05304
H -0.44153 -1.89684 4.58980
H -2.10937 4.76994 -1.46347
H 6.21810 0.38031 -2.03578
H -0.44365 4.52110 -3.26225
H -1.78610 -2.78885 1.43377
H 2.00293 2.76539 -0.12623
H 2.21027 -2.58908 -0.75060
H -3.83489 -1.62903 1.64453
H 0.10141 -1.75693 -5.55840
H -2.83240 1.95961 0.73324
H -2.12473 -2.77921 3.16067
H 1.01919 5.30223 -2.67730
H 0.88115 0.24007 -7.06145
H -2.68314 -0.90986 -1.78262
H -0.54729 0.44407 5.30071
H -1.03532 -7.13669 -0.05779
H 2.45373 2.58492 -1.82944
H 0.14581 -2.22522 2.24405
H -2.91621 2.89642 2.88243
H 0.40467 1.86335 -6.55845
H 4.49114 -0.83503 3.87398
H -2.97547 -2.18407 -2.94311
H -2.09111 -6.51882 1.20626
H -0.13309 -2.52907 -3.25664
H 4.67826 -0.69705 6.34102
H -3.29916 -0.69671 3.01807
H 1.57098 2.25091 6.40924
H 1.14576 3.82328 -3.61329
H -4.24333 1.21041 1.47098
H 0.83223 -0.88959 3.91862
H 1.99432 -0.25417 -2.24509
H 5.94321 0.59237 0.46044
H -0.13788 2.27443 -4.25974
H -3.28312 -4.50051 -1.13855
H 1.38914 2.09584 3.94392
H 0.53192 -5.20469 0.63013
H -2.59387 1.77625 -3.68607
H -0.81784 0.68872 -7.03517
*
```

Calculated values
- Kohn-Sham gap: 5.68 eV
- Energy relative to the best compared isomer or geometry (same formula, charge and spin): 0.0 kJ/mol
- Calculated total energy: -88821.1272 eV
- Maximum force: 1.14 eV/Å
- LUMO energy: -3.357 eV

---

Entry 3:
Density functional theory data (ωB97M-V with the def2-TZVPD basis set) for a structure of composition C39H54N8O3PReSe at a distorted geometry.

Structure (ORCA input):
```
! wB97M-V def2-TZVPD RIJCOSX def2/J DEFGRID3
* xyz 3 2
Re 0.05757 0.63252 0.23120
Se 1.43416 3.87911 3.38174
P 0.27109 -1.92875 1.40318
O 2.17289 -1.01426 -0.86366
O 0.93572 1.02382 -1.93700
O 2.31463 1.01817 0.83127
N -3.10632 3.60633 -0.67010
N -1.15097 2.34531 -0.24738
N 0.49940 3.21050 4.66828
N 4.50159 0.76132 1.29274
N -0.70843 0.92556 2.19020
N -3.23887 1.46644 0.19620
N 1.44970 0.53662 -4.06089
N 0.79951 2.72479 2.21867
C -0.05527 1.92131 2.83012
C -1.63720 0.28760 2.89332
C 0.75180 1.73614 -4.49390
C 4.50213 1.90818 2.18312
C 2.11212 -1.03287 -2.27389
C 0.94713 -3.61124 -0.63079
C -1.24006 -0.40877 -0.90385
C 1.95722 -0.31608 -5.11383
C 0.78620 -1.73710 3.13603
C -5.19284 2.36745 -0.93644
C -4.05465 -1.89584 -2.38215
C 2.42053 -0.82986 4.66835
C -1.89648 -0.93226 -1.78593
C -1.92013 0.54237 4.23749
C -1.20591 1.47734 4.94773
C 5.77902 0.08107 1.21084
C 3.10844 -4.79575 0.61057
C -2.48871 2.49030 -0.25924
C 1.32615 -3.19852 0.64647
C 0.42767 -1.85837 5.51326
C 2.41629 -3.79105 1.27224
C 1.99710 -1.08554 3.37700
C 3.38569 0.41529 0.66400
C -0.24915 2.20904 4.23123
C 2.73519 -5.19937 -0.66218
C -0.35863 3.50915 -0.58134
C -1.02886 4.32084 -1.68385
C -2.65321 -1.50883 -2.87859
C 1.64138 -4.60988 -1.28393
C 3.43817 -0.80260 -0.26767
C -4.68735 1.38132 0.10157
C -2.37863 4.76459 -1.15592
C -0.00224 -2.11581 4.22112
C -2.75679 -0.44313 -3.98136
C -1.29179 -2.89497 1.44541
C 1.63280 -1.21311 5.74450
C -4.55855 3.71605 -0.63608
C 1.46172 0.25588 -2.77197
C -1.89874 -2.74235 -3.39669
H 3.66971 -1.70279 0.32589
H 1.95867 -1.00204 6.75281
H 2.56703 0.27495 -5.79821
H -3.99778 -2.51756 -1.49183
H 2.69735 -3.52003 2.28069
H 4.40316 1.57934 3.22085
H -2.09604 -2.39908 1.97686
H 5.69737 -0.92012 0.79753
H -4.57120 -2.45665 -3.15579
H 6.48457 0.65791 0.60759
H -1.07659 -3.84846 1.93059
H 0.62954 3.17238 -0.89100
H -0.24044 4.13740 0.31221
H -1.36867 1.67631 5.99482
H 0.10012 -3.12282 -1.09119
H 1.03228 1.98149 -5.51354
H -1.87074 -3.52742 -2.64425
H 2.60737 -0.79215 2.53543
H 1.32459 -4.93102 -2.26632
H 3.67485 2.56648 1.92242
H -2.70611 -0.01342 4.71784
H -1.17018 3.70413 -2.57287
H 2.56298 -1.12703 -4.72522
H -3.45576 -0.76647 -4.74756
H -4.91703 2.04724 -1.94367
H -2.26791 5.49598 -0.34761
H -1.78573 -0.28348 -4.44471
H 1.46919 -1.87863 -2.54370
H -4.63999 -1.00723 -2.15703
H -1.62271 -3.09424 0.42774
H -2.74909 0.58968 0.31042
H -0.41892 5.18154 -1.94604
H 1.12568 -0.74208 -5.68040
H 1.00486 2.57124 -3.84211
H 5.44269 2.44512 2.07828
H 3.94393 -5.26661 1.10626
H -4.88321 4.08614 0.34323
H 3.36127 -0.32594 4.83813
H -6.27511 2.45245 -0.88348
H -2.96520 5.23408 -1.94687
H -0.87745 -2.47663 -3.66858
H -2.19924 -0.46237 2.35958
H -0.32706 1.57824 -4.44978
H -5.13086 1.60687 1.07831
H -2.40075 -3.13089 -4.27828
H -3.10908 0.50054 -3.56938
H -0.18647 -2.15308 6.35011
H -4.96228 0.35917 -0.16160
H 3.10056 -1.18985 -2.71591
H -4.86093 4.44818 -1.38540
H 3.29752 -5.97210 -1.16174
H -0.94342 -2.62056 4.07319
H 6.19924 0.00625 2.21545
H 4.21819 -0.65047 -1.02139
*
```

Calculated values
- Kohn-Sham gap (alpha / beta): 6.33 / 6.37 eV
- ⟨S²⟩: 0.774
- Calculated total energy: -136123.2226 eV
- Maximum force: 1.98 eV/Å
- LUMO energy (alpha / beta): -9.582 / -9.315 eV